The following is a DFT calculation (ωB97M-V with the def2-TZVPD basis set) of C19H28FeN2O3P as an isolated structure at a distorted geometry.

Calculated values
- LUMO energy (alpha / beta) (hartree) = -0.09431 / -0.20684
- E_tot (eV) = -72944.3919
- HOMO-LUMO gap (alpha / beta) (hartree) = 0.252 / 0.218
- F_max (eV/Å) = 7.30
- relative energy (zero: lowest compared OMol25 entry of this formula, charge and spin) (kJ/mol) = 0.0
- <S²> = 6.06
- HOMO (alpha / beta) (eV) = -9.435 / -11.562

The geometry in ORCA input format:
```
! wB97M-V def2-TZVPD RIJCOSX def2/J DEFGRID3
* xyz 1 5
O -0.6636 -2.5830 -1.4977
C -1.0895 -1.8839 -0.6589
Fe -1.9304 -1.2080 0.7099
C -3.3492 -0.8487 -0.2859
O -4.2114 -1.1494 -1.0110
C -2.4702 -2.7038 1.2493
O -2.7966 -3.8312 1.2987
C -0.7424 2.3732 1.8232
C -0.0362 1.0397 2.1134
C -0.7790 -0.2428 2.4238
C -2.2201 -0.1997 2.5168
C -2.8269 0.9873 1.9152
C -2.1687 2.2245 1.7376
H -0.2986 3.3194 2.3076
H 0.5254 0.7692 1.1911
H 0.7781 1.2753 2.8184
H -0.1800 -1.0320 2.9430
H -2.8070 -0.9099 3.1763
H -3.8907 0.8319 1.6378
H -2.8719 3.0732 1.6713
C 1.0094 7.1042 0.9962
C 1.8586 5.9152 0.5295
C 3.0465 6.3926 -0.3091
C 2.3428 5.1084 1.7337
N 0.9642 5.0141 -0.2909
P 1.2485 3.3208 -0.3629
H -0.0133 2.7620 0.5225
N 0.3428 3.1992 -1.7860
C 0.3923 2.0195 -2.6783
C -1.0006 1.8404 -3.2776
C 0.8387 0.7966 -1.8531
C 1.3808 2.2713 -3.8091
C -0.0350 4.4492 -2.2749
C 0.3172 5.4735 -1.4302
H 0.0589 6.7712 1.4372
H 1.5815 7.6693 1.7685
H 0.7753 7.8044 0.1542
H 3.7043 5.5660 -0.5746
H 2.6961 6.9000 -1.2202
H 3.6492 7.1220 0.2500
H 3.0254 4.3048 1.4445
H 2.8669 5.7665 2.4375
H 1.4884 4.6526 2.2690
H -1.2138 2.6786 -3.9609
H -1.0103 0.8968 -3.8505
H -1.7849 1.8251 -2.5098
H 1.8858 0.9017 -1.5095
H 0.1887 0.6183 -0.9755
H 0.7863 -0.1114 -2.4882
H 2.3979 2.3936 -3.4403
H 1.3637 1.4216 -4.4992
H 1.0675 3.1571 -4.3694
H -0.5791 4.5383 -3.1940
H 0.0204 6.5477 -1.5212
*
```